The following is a quantum chemistry calculation of a structure of composition C2H15KO8, from the OMol25 dataset.

Summary:
Relative energy (zero: lowest compared OMol25 entry of this formula, charge and spin)   0.0000 eV
HOMO   -6.662 eV

CARTESIAN COORDINATES (ANGSTROEM)
K: -0.76 0.63 0.39
C: 1.83 -1.63 -1.92
C: 1.92 -0.15 -2.14
O: 2.99 0.22 -2.54
O: 1.11 0.65 -1.73
H: 2.80 -2.04 -1.63
H: 1.51 -2.12 -2.83
H: 1.13 -1.72 -1.08
O: -0.29 0.91 3.18
H: -0.78 1.29 3.90
H: 0.63 1.03 3.42
O: -1.03 -2.41 1.72
H: -1.01 -3.37 1.69
H: -1.42 -2.16 0.88
O: -1.80 -1.58 -0.82
H: -2.07 -2.49 -0.85
H: -2.60 -1.08 -1.03
O: -1.60 3.11 1.39
H: -1.96 3.95 1.11
H: -0.81 3.33 1.87
O: -1.75 2.22 -2.56
H: -1.11 1.53 -2.41
H: -1.31 3.02 -2.27
O: 1.78 -0.27 1.28
H: 2.29 0.15 1.97
H: 2.32 -1.01 1.00